## 1
The following is a DFT calculation (ωB97M-V with the def2-TZVPD basis set) of the molecule C4H11NS.

```
! RIJCOSX wB97M-V def2-TZVPD def2/J DEFGRID3
* xyz 0 1
C -2.48 -0.71 -0.56
N -1.28 0.08 -0.39
C -0.05 -0.61 -0.16
C 0.81 0.03 0.94
C 1.60 1.29 0.48
S 2.61 1.04 -0.98
H -3.39 -0.14 -0.65
H -2.48 -1.37 0.31
H -2.39 -1.47 -1.36
H -1.17 0.90 -0.96
H 0.53 -0.80 -1.07
H -0.31 -1.63 0.15
H 1.55 -0.61 1.43
H 0.12 0.29 1.74
H 2.09 1.65 1.39
H 0.92 2.10 0.19
H 3.31 -0.02 -0.52
*
```

Computed properties:
**Kohn-Sham gap**: 9.31 eV
**SMILES string**: CNCCCS
**E_LUMO**: 0.9664 eV



## 2
The following is a DFT calculation (ωB97M-V with the def2-TZVPD basis set) of the molecule C4H11NS.

```
! RIJCOSX wB97M-V def2-TZVPD def2/J DEFGRID3
* xyz 0 1
C 1.95 1.42 1.55
N 0.61 0.94 1.18
C 0.71 -0.45 0.70
C -0.68 -0.72 0.19
S -0.55 -0.49 -1.56
C -2.18 -0.81 -2.37
H 2.11 1.48 2.73
H 1.93 2.54 1.08
H 2.71 0.79 1.10
H 0.22 1.62 0.43
H 1.08 -1.18 1.65
H 1.45 -0.62 -0.27
H -0.93 -1.79 0.56
H -1.42 -0.07 0.67
H -2.00 -1.01 -3.53
H -2.74 0.10 -2.17
H -2.28 -1.74 -1.94
*
```

Computed properties:
**Kohn-Sham gap**: 9.29 eV
**SMILES string**: CNCCSC
**E_LUMO**: 1.0116 eV



## 3
The following is a DFT calculation (ωB97M-V with the def2-TZVPD basis set) of a cluster of 2 separate species, C4H11NS in total.

```
! RIJCOSX wB97M-V def2-TZVPD def2/J DEFGRID3
* xyz 0 1
C -0.27 2.59 -0.13
C 0.74 2.33 0.71
N 1.38 1.27 1.35
H -0.79 2.06 -0.92
H -0.45 3.65 -0.32
H 1.41 3.19 0.78
H 1.00 0.34 1.33
H 1.83 1.62 2.18
C -1.57 -0.61 -0.42
S -0.60 -2.06 -0.24
C 0.89 -1.37 -0.90
H -2.62 -0.67 -0.11
H -1.10 0.18 0.16
H -1.57 -0.22 -1.45
H 1.49 -2.09 -1.47
H 1.56 -0.81 -0.25
H 0.66 -0.77 -1.80
*
```

Computed properties:
**Kohn-Sham gap**: 9.31 eV
**SMILES string**: C=CN.CSC
**E_LUMO**: 0.9650 eV



## 4
The following is a DFT calculation (ωB97M-V with the def2-TZVPD basis set) of a cluster of 2 separate species, C4H11NS in total.

```
! RIJCOSX wB97M-V def2-TZVPD def2/J DEFGRID3
* xyz 0 1
C -1.60 0.60 0.19
C 0.91 0.73 -1.18
C -2.40 -0.48 0.99
C 2.20 1.54 -1.05
N -0.03 -2.24 0.92
S 0.06 0.17 0.11
H -2.10 0.88 -0.70
H 0.86 0.33 -2.09
H -2.18 -0.38 2.09
H -1.72 -1.46 0.77
H -3.44 -0.61 0.61
H 3.11 1.03 -1.51
H 2.55 1.64 -0.01
H 2.10 2.55 -1.47
H -0.09 -2.45 -0.12
H 1.02 -2.33 1.15
H 0.75 0.49 1.31
*
```

Computed properties:
**Kohn-Sham gap (alpha / beta)**: 6.88 / 6.95 eV
**E_LUMO (alpha / beta)**: -0.3564 / -0.4210 eV



Order of stability, best first: 1, 3, 2, 4



## 1
The following is a DFT calculation (ωB97M-V with the def2-TZVPD basis set) of a structure of composition C6H8N.

```
! RIJCOSX wB97M-V def2-TZVPD def2/J DEFGRID3
* xyz 1 1
C 1.99 0.27 0.65
C 1.17 -0.97 0.95
C -0.12 1.04 -0.75
C -0.91 0.01 -0.35
C 0.03 -0.33 0.72
C -2.12 -0.57 -0.86
N 0.68 0.97 0.46
H 2.56 0.56 1.62
H 2.48 0.09 -0.20
H 1.36 -2.00 1.29
H -0.12 1.63 -1.58
H -2.10 -1.65 -1.15
H -2.61 -0.08 -1.74
H -2.91 -0.77 -0.18
H 0.63 1.80 1.12
*
```

Computed properties:
**Kohn-Sham gap**: 9.71 eV
**E_LUMO**: -4.2431 eV



## 2
The following is a DFT calculation (ωB97M-V with the def2-TZVPD basis set) of a structure of composition C6H8N.

```
! RIJCOSX wB97M-V def2-TZVPD def2/J DEFGRID3
* xyz 1 1
C 0.12 1.48 1.19
C -0.70 -1.36 -0.21
C -1.11 -0.82 1.10
C 0.05 0.04 1.09
C -0.82 0.93 0.09
C 1.15 0.11 -1.40
N 0.15 -0.18 -0.35
H -0.36 1.79 2.07
H 1.08 2.05 0.96
H -0.33 -2.27 -0.33
H -1.55 -1.33 -0.88
H -1.91 -1.13 1.70
H 1.82 0.91 -1.19
H 1.76 -0.73 -1.64
H 0.66 0.51 -2.19
*
```

Computed properties:
**Kohn-Sham gap**: 10.67 eV
**E_LUMO**: -4.3250 eV



Order of stability, best first: 1, 2



## 1
The following is a DFT calculation (ωB97M-V with the def2-TZVPD basis set) of a cluster of 2 separate species, C5H6O2 in total.

```
! RIJCOSX wB97M-V def2-TZVPD def2/J DEFGRID3
* xyz 0 1
C -0.43 1.99 -1.45
C -1.35 1.08 -1.17
C -1.70 -0.09 -0.76
O -2.18 -1.11 -0.41
H 0.63 1.77 -1.30
H -0.69 2.97 -1.83
C 0.89 -1.57 1.05
C 1.13 -0.16 0.58
O 1.83 0.14 -0.36
H 1.27 -1.68 2.07
H 1.38 -2.27 0.39
H -0.19 -1.77 1.08
H 0.61 0.63 1.17
*
```

Computed properties:
**Kohn-Sham gap**: 8.37 eV
**SMILES string**: C=C=C=O.CC=O
**E_LUMO**: -0.6787 eV



## 2
The following is a DFT calculation (ωB97M-V with the def2-TZVPD basis set) of the molecule C5H6O2.

```
! RIJCOSX wB97M-V def2-TZVPD def2/J DEFGRID3
* xyz 0 1
O -1.86 -1.13 0.70
C -1.60 0.27 0.60
C -0.24 0.79 0.25
C 0.93 0.02 0.47
C 1.91 0.50 -0.61
C 0.58 -0.07 -0.95
O 0.90 -1.30 0.14
H -1.14 -1.53 1.20
H -1.86 0.78 1.55
H -2.32 0.63 -0.14
H 2.78 -0.13 -0.78
H 2.02 1.57 -0.73
H -0.11 -0.41 -1.70
*
```

Computed properties:
**Kohn-Sham gap**: 8.78 eV
**E_LUMO**: 0.2899 eV



## 3
The following is a DFT calculation (ωB97M-V with the def2-TZVPD basis set) of the molecule C5H6O2.

```
! RIJCOSX wB97M-V def2-TZVPD def2/J DEFGRID3
* xyz 0 1
O 0.70 -2.37 -0.32
C 0.39 -1.21 -0.26
C -1.04 -0.68 -0.16
C -0.93 0.77 0.35
C 0.57 1.08 0.44
O 1.04 2.03 1.00
C 1.34 -0.03 -0.26
H -1.63 -1.33 0.48
H -1.49 -0.73 -1.16
H -1.38 0.92 1.33
H -1.39 1.50 -0.33
H 2.32 -0.24 0.19
H 1.51 0.28 -1.30
*
```

Computed properties:
**Kohn-Sham gap**: 10.10 eV
**SMILES string**: O=C1CCC(=O)C1
**E_LUMO**: 0.4612 eV



## 4
The following is a DFT calculation (ωB97M-V with the def2-TZVPD basis set) of the molecule C5H6O2.

```
! RIJCOSX wB97M-V def2-TZVPD def2/J DEFGRID3
* xyz 0 1
O 0.26 -1.79 -1.56
C 0.04 -0.87 -0.80
C -0.48 0.50 -1.30
O 0.39 1.48 -0.69
C 1.35 0.80 -0.13
C -0.64 -0.31 1.55
C 0.17 -0.95 0.70
H -1.46 0.73 -0.89
H -0.49 0.57 -2.39
H 1.84 1.44 0.63
H -1.48 0.29 1.19
H -0.48 -0.33 2.62
H 0.98 -1.58 1.07
*
```

Computed properties:
**Kohn-Sham gap**: 8.59 eV
**E_LUMO**: 0.0590 eV



Order of stability, best first: 3, 1, 4, 2



## 1
The following is a DFT calculation (ωB97M-V with the def2-TZVPD basis set) of the molecule C5H6O2.

```
! RIJCOSX wB97M-V def2-TZVPD def2/J DEFGRID3
* xyz 0 1
C -0.29 1.16 1.47
C 0.05 0.28 0.54
C 1.17 0.43 -0.47
O 0.66 -0.18 -1.66
C -0.45 -0.93 -1.40
O -1.08 -1.45 -2.27
C -0.69 -0.95 0.10
H -1.14 1.00 2.12
H 0.26 2.09 1.58
H 1.41 1.47 -0.69
H 2.08 -0.10 -0.16
H -0.24 -1.88 0.50
H -1.75 -0.95 0.34
*
```

Computed properties:
**Kohn-Sham gap**: 10.79 eV
**SMILES string**: C=C1COC(=O)C1
**E_LUMO**: 0.7464 eV



## 2
The following is a DFT calculation (ωB97M-V with the def2-TZVPD basis set) of the molecule C5H6O2.

```
! RIJCOSX wB97M-V def2-TZVPD def2/J DEFGRID3
* xyz 0 1
O -3.19 0.75 -0.74
C -2.24 0.01 -0.71
C -1.60 -0.49 0.59
C -0.15 -0.58 0.51
C 1.05 -0.60 0.37
C 2.33 0.02 -0.03
O 2.07 1.26 -0.67
H -1.77 -0.36 -1.64
H -1.93 0.16 1.41
H -1.94 -1.51 0.77
H 2.92 0.18 0.87
H 2.94 -0.59 -0.70
H 1.51 1.75 -0.04
*
```

Computed properties:
**Kohn-Sham gap**: 10.60 eV
**SMILES string**: O=CCC#CCO
**E_LUMO**: 0.6819 eV



Order of stability, best first: 1, 2